{
  "formula": "CH6P2S",
  "method": "ωB97M-V/def2-TZVPD",
  "elements": ["C", "P", "P", "S", "H", "H", "H", "H", "H", "H"],
  "xyz": [[-0.903965, -0.762470, -0.496896], [-1.977976, 0.034415, 0.795887], [-2.961847, 1.407101, -0.322314], [2.488065, 1.490464, 0.019141], [-0.519273, -0.027969, -1.199490], [-1.491521, -1.502282, -1.039078], [-0.074387, -1.273519, -0.012194], [2.466079, 0.260497, 0.519726], [-3.714276, 1.854306, 0.768747], [3.340687, 1.915235, 0.943058]],
  "forces_ev_per_a": [[-0.1, 0.1, 0.2], [-0.2, 0.3, -0.4], [0.5, -0.5, 0.0], [-0.2, 0.2, -0.3], [0.0, 0.0, -0.1], [0.0, -0.1, 0.0], [0.0, 0.0, 0.0], [0.0, -0.3, 0.1], [-0.2, 0.1, 0.3], [0.2, 0.1, 0.2]],
  "homo_lumo_gap_ev": 8.507,
  "total_charge": 0,
  "spin_multiplicity": 1,
  "e_lumo_ha": -0.023,
  "de_lowest_kcal_mol": 12.7
}